1.
10
Properties=species:S:1:pos:R:3 method="wB97M-V/def2-TZVPD" e_lumo_ev=-0.07 smiles=c1ccnnc1 e_homo_ha=-0.3438 orbital_gap_ev=9.2836
C 0.8286 -0.4635 -0.7007
C -0.5067 -0.7472 -1.0296
N -1.5049 -0.0145 -0.5328
N -1.3622 0.6994 0.5673
C -0.2125 0.5196 1.2055
C 0.9652 0.1457 0.5499
H 1.6380 -0.7112 -1.3922
H -0.8211 -1.4633 -1.7836
H -0.1517 0.7815 2.2599
H 1.1272 1.2535 0.8562

2.
10
Properties=species:S:1:pos:R:3 method="wB97M-V/def2-TZVPD" e_lumo_ev=1.30 smiles=C#C.C#C.N#N e_homo_ha=-0.3864 orbital_gap_ev=11.8179
C 1.8146 1.4169 0.2765
C 2.0987 0.4303 -0.3495
N 0.4736 -2.3882 -0.2129
N -0.3691 -2.6077 0.4603
C -2.4414 0.0243 0.2083
C -1.5293 0.6455 -0.2726
H 1.5559 2.2893 0.8383
H 2.3422 -0.4554 -0.8967
H -3.2482 -0.5300 0.6382
H -0.6969 1.1749 -0.6898

3.
10
Properties=species:S:1:pos:R:3 method="wB97M-V/def2-TZVPD" e_lumo_ev=-0.58 smiles="C=C=C=NN=C" e_homo_ha=-0.3434 orbital_gap_ev=8.7682
C -1.1182 -1.1012 -0.3233
C -0.8110 -1.7544 -1.3703
C -1.2394 -0.3116 0.7036
C 1.0681 -0.0427 -1.3047
N -0.0904 -1.6726 -2.4118
N 0.6192 -0.5284 -2.3821
H -2.0308 -0.3863 1.4400
H -0.5446 0.5036 0.8435
H 1.5816 0.9032 -1.3752
H 1.1320 -0.5927 -0.3708

4.
10
Properties=species:S:1:pos:R:3 method="wB97M-V/def2-TZVPD" e_lumo_ev=0.44 smiles=c1cncnc1 e_homo_ha=-0.3542 orbital_gap_ev=10.0759
C -1.0598 0.0419 0.4305
C -0.3154 1.1499 0.1162
N 1.0098 1.0533 -0.0645
C 1.5347 -0.1642 -0.0160
N 0.8365 -1.2884 -0.2405
C -0.4674 -1.1084 -0.0728
H -2.1192 0.0015 0.6539
H -0.8194 2.0786 -0.1452
H 2.6167 -0.2289 0.0771
H -1.2347 -1.4289 -0.7512